Record 1
Below is a cluster of 2 separate species, C3H6O4 in total at a distorted geometry, with properties calculated with wB97M-V/def2-TZVPD.

Each line ends with the Mulliken charge.
Positions of all 13 atoms, in Å:
O1 -3.163 0.803 -1.702  -0.446
O2 0.112 0.163 1.029  -0.449
O3 -0.942 0.752 -1.709  -0.532
O4 -2.130 1.396 0.139  -0.497
C1 1.201 0.007 0.284  -0.149
C2 -1.986 0.950 -1.152  0.698
C3 0.430 -1.142 0.651  -0.255
H1 -1.374 1.422 0.812  0.455
H2 -0.273 -1.576 -0.135  0.156
H3 -3.211 0.154 -2.414  0.361
H4 0.747 -1.908 1.399  0.237
H5 1.036 0.249 -0.824  0.155
H6 2.225 0.093 0.716  0.267

Output
SMILES string: O=C(O)O.C1CO1
Energy relative to the best compared isomer or geometry (same formula, charge and spin), eV: 2.0475
Frontier orbital gap, eV: 11.210
E_LUMO, eV: 0.624

Record 2
Below is an isolated molecule of C23H25NO4, with properties calculated with wB97M-V/def2-TZVPD.

Each line ends with the Mulliken charge.
Positions of all 53 atoms, in Å:
O1 -2.275 -1.353 -1.157  -0.158
O2 -3.508 -1.862 0.645  -0.713
O3 0.604 2.170 -1.617  -0.188
O4 0.977 3.801 -0.122  -0.744
N1 -1.438 1.412 2.515  -0.030
C1 1.466 2.826 -2.531  -0.566
C2 1.043 -0.734 0.651  -0.041
C3 -2.665 -1.164 0.121  0.521
C4 -0.894 0.621 -0.137  1.000
C5 -0.139 3.431 2.498  -1.826
C6 2.751 -2.007 -0.668  -0.239
C7 -4.681 -0.677 -2.491  -0.751
C8 2.762 -2.125 1.724  -0.459
C9 -2.943 -2.373 -1.881  -0.543
C10 -0.381 1.917 0.469  -0.786
C11 -0.636 2.233 1.758  0.896
C12 4.394 -3.344 0.462  -0.408
C13 -4.200 -1.904 -2.551  -0.175
C14 0.463 2.737 -0.401  0.235
C15 3.850 -2.975 1.681  -0.601
C16 -2.136 0.339 2.015  0.452
C17 3.841 -2.854 -0.710  -0.850
C18 0.266 -0.325 -0.349  -0.425
C19 3.361 1.531 -1.529  -0.690
C20 -1.939 -0.052 0.736  -0.763
C21 -3.074 -0.274 3.002  -1.789
C22 2.899 2.395 -2.412  -0.019
C23 2.187 -1.629 0.552  0.580
H1 4.277 -3.350 2.600  0.379
H2 -4.709 -2.681 -3.105  0.369
H3 -3.608 -1.103 2.552  0.406
H4 -0.975 4.085 2.749  0.367
H5 1.404 3.912 -2.374  0.361
H6 -1.631 1.694 3.464  0.311
H7 0.823 -0.388 1.655  0.049
H8 5.247 -4.007 0.425  0.383
H9 2.718 1.052 -0.810  -0.010
H10 4.266 -3.133 -1.664  0.382
H11 -1.334 0.839 -1.115  0.979
H12 -3.187 -3.200 -1.200  0.386
H13 3.552 2.873 -3.129  0.385
H14 1.083 2.586 -3.528  0.389
H15 0.343 3.121 3.425  0.416
H16 2.342 -1.840 2.679  0.382
H17 -3.792 0.470 3.346  0.394
H18 4.404 1.267 -1.489  0.340
H19 0.567 3.985 1.891  0.369
H20 2.341 -1.625 -1.591  0.387
H21 -2.515 -0.635 3.865  0.349
H22 -2.226 -2.725 -2.629  0.381
H23 -5.596 -0.402 -2.987  0.292
H24 -4.181 0.102 -1.940  0.177
H25 0.431 -0.658 -1.361  0.460

Output
SMILES string: C=CCOC(=O)C1=C(C)NC(C)=C(C(=O)OCC=C)C1/C=C/c1ccccc1
Energy relative to the best compared isomer or geometry (same formula, charge and spin), eV: 1.4143
Frontier orbital gap, eV: 8.587
E_LUMO, eV: 0.483

Record 3
Below is a structure of composition C44H50N4NaO4, with properties calculated with wB97M-V/def2-TZVPD.

Each line ends with the Mulliken charge.
Positions of all 103 atoms, in Å:
Na1 0.044 -0.087 0.087  1.134
O1 -1.417 -0.682 -1.344  -0.425
O2 1.546 -1.603 -0.153  -0.540
O3 -0.442 -3.100 -3.888  -0.284
O4 0.750 -4.319 -2.412  -0.128
N1 -0.166 2.304 -0.573  1.486
N2 -3.490 -1.528 2.474  0.068
N3 -1.511 -0.643 1.952  -0.042
N4 1.517 1.378 1.561  1.365
C1 -0.250 -2.226 -2.758  -0.483
C2 0.878 -4.898 -4.714  -1.946
C3 1.561 0.882 2.923  -1.201
C4 1.092 2.765 1.505  -1.188
C5 -0.166 -2.732 2.389  -0.045
C6 1.754 -2.620 -1.029  2.057
C7 -0.171 2.436 -2.021  -1.073
C8 2.724 -2.219 -2.163  -0.232
C9 -4.695 -4.409 -1.575  -0.877
C10 2.907 -0.868 -2.440  -0.092
C11 -1.659 0.513 -5.736  -0.931
C12 3.421 -3.149 -2.931  -0.321
C13 -1.192 -5.352 -3.356  -1.748
C14 -1.586 -1.492 -2.412  2.044
C15 4.267 -2.739 -3.954  -0.897
C16 3.745 -0.451 -3.465  -0.987
C17 -2.781 1.298 -5.535  -0.557
C18 0.424 -3.122 -1.689  -0.837
C19 -3.126 0.203 -3.422  0.151
C20 2.403 -3.769 -0.212  -0.317
C21 -2.921 -2.950 -0.856  0.348
C22 4.429 -1.387 -4.229  -0.652
C23 -3.893 -3.896 -0.561  -0.380
C24 -3.517 -3.041 -3.169  0.100
C25 3.683 -3.537 0.298  -0.462
C26 1.756 -4.938 0.171  -0.026
C27 -1.331 -1.964 2.361  0.314
C28 -0.282 -4.039 2.820  -0.573
C29 -1.521 -4.584 3.196  -0.707
C30 -1.272 -0.432 -4.786  -0.277
C31 3.641 -5.608 1.522  -0.552
C32 -0.015 -4.413 -3.586  1.199
C33 -2.793 -0.449 2.010  -0.642
C34 -2.706 -2.523 -2.164  -0.401
C35 2.787 1.145 0.889  -1.075
C36 -3.520 1.133 -4.366  -0.805
C37 2.369 -5.849 1.029  -0.980
C38 -1.995 -0.598 -3.611  -0.881
C39 -1.522 2.363 -0.051  -0.884
C40 -2.688 -3.845 3.137  -0.953
C41 0.744 3.217 0.087  -1.298
C42 4.297 -4.438 1.149  -0.891
C43 -2.564 -2.529 2.703  0.328
C44 -4.509 -3.969 -2.878  -0.851
H1 -4.402 1.740 -4.192  0.382
H2 1.861 3.448 1.911  0.361
H3 -0.794 1.647 -2.444  0.111
H4 0.214 2.864 2.149  0.372
H5 3.616 1.676 1.389  0.311
H6 5.088 -1.067 -5.028  0.377
H7 3.302 -4.203 -2.719  0.517
H8 -4.021 -4.236 0.461  0.447
H9 1.287 -5.880 -4.470  0.338
H10 -3.294 0.459 1.712  0.514
H11 -2.305 -2.511 -0.081  -0.489
H12 0.574 0.967 3.380  0.247
H13 -0.554 3.417 -2.352  0.305
H14 0.767 -5.157 -0.206  0.405
H15 -2.106 1.576 -0.536  -0.021
H16 -1.568 -5.617 3.516  0.382
H17 -1.522 2.176 1.026  0.162
H18 0.597 -4.668 2.833  0.569
H19 1.839 -0.173 2.911  0.245
H20 0.300 -4.970 -5.637  0.385
H21 0.844 2.314 -2.404  0.258
H22 -0.814 -6.365 -3.202  0.446
H23 -3.648 -4.276 3.393  0.449
H24 0.447 -1.437 -3.054  0.846
H25 -1.073 0.628 -6.641  0.420
H26 -0.403 -1.046 -4.980  0.455
H27 1.655 3.266 -0.512  0.428
H28 0.343 4.246 0.133  0.369
H29 4.804 -3.477 -4.540  0.413
H30 -4.488 -1.625 2.487  0.254
H31 1.694 -4.190 -4.853  0.452
H32 1.843 -6.755 1.309  0.429
H33 4.117 -6.318 2.187  0.391
H34 -1.758 -5.049 -2.477  0.281
H35 3.866 0.607 -3.670  0.424
H36 4.190 -2.620 0.022  0.385
H37 2.983 0.072 0.862  0.021
H38 -5.460 -5.144 -1.350  0.368
H39 2.293 1.428 3.544  0.305
H40 -3.678 0.089 -2.496  0.321
H41 -3.079 2.030 -6.276  0.383
H42 5.293 -4.232 1.527  0.401
H43 2.370 -0.164 -1.817  0.120
H44 0.766 -2.331 2.002  0.143
H45 -3.367 -2.718 -4.192  0.480
H46 -5.134 -4.359 -3.674  0.389
H47 -1.857 -5.344 -4.221  0.352
H48 -0.279 -3.340 -0.876  0.360
H49 -1.994 3.344 -0.237  0.294
H50 2.737 1.478 -0.147  0.294

Output
Energy relative to the best compared isomer or geometry (same formula, charge and spin), eV: 0.0000
Total charge: -1
Frontier orbital gap, eV: 6.352
E_LUMO, eV: 1.817

Record 4
Below is an isolated molecule of C7H10O at a distorted geometry, with properties calculated with wB97M-V/def2-TZVPD.

Each line ends with the Mulliken charge.
Positions of all 18 atoms, in Å:
O1 -1.338 1.234 -0.372  -0.404
C1 -0.177 2.077 -0.044  -0.232
C2 -2.681 -0.820 -0.086  -1.189
C3 2.286 -0.849 0.086  -1.296
C4 -1.416 -0.040 0.052  0.334
C5 1.154 1.384 -0.240  -0.664
C6 -0.183 -0.573 0.327  -0.347
C7 1.111 0.077 0.149  1.128
H1 3.113 -0.471 -0.575  0.315
H2 1.898 -1.871 0.019  0.321
H3 -0.187 2.484 1.078  0.187
H4 -0.097 -1.699 0.507  0.080
H5 -3.258 -0.417 -0.857  0.370
H6 -3.163 -0.596 0.964  0.247
H7 2.061 1.814 -0.636  0.354
H8 -0.530 3.047 -0.653  0.223
H9 2.843 -0.912 1.088  0.253
H10 -2.401 -1.824 -0.227  0.320

Output
SMILES string: CC1=CCOC(C)=C1
Energy relative to the best compared isomer or geometry (same formula, charge and spin), eV: 2.4224
Frontier orbital gap, eV: 8.585
E_LUMO, eV: 1.030

E_LUMO of number 2 (C23H25NO4)?
0.483 eV

The highest frontier orbital gap belongs to which entry?
C3H6O4